A molecular structure, C28H35IrN7O2Si, computed with ωB97M-V with the def2-TZVPD basis set.

Summary:
**Kohn-Sham gap**: 7.04 eV
**LUMO energy**: -0.1265 Eh
**Total charge**: +1
**E_tot**: -2015.4888 a.u.

Structure (XYZ):
```
74
C28H35IrN7O2Si | the Open Molecules 2025 dataset | ωB97M-V with the def2-TZVPD basis set
Ir 0.899 0.273 0.818
O -0.178 3.707 -1.620
C 1.038 3.884 -2.173
C 1.115 4.754 -3.262
C 2.321 4.986 -3.884
C 3.487 4.357 -3.443
C 3.419 3.494 -2.374
C 2.203 3.240 -1.723
C 2.165 2.265 -0.630
O 1.061 2.175 0.087
N 3.208 1.509 -0.385
N 2.870 0.714 0.687
C 3.621 0.668 1.721
C 2.918 0.289 2.937
C 3.529 0.030 4.152
C 2.737 -0.219 5.260
C 1.359 -0.207 5.116
C 0.814 0.056 3.873
N 1.567 0.326 2.806
H -0.070 3.132 -0.841
H 0.205 5.237 -3.591
H 2.362 5.669 -4.723
H 4.432 4.548 -3.932
H 4.306 2.993 -2.012
H 4.618 1.093 1.712
H 4.608 0.022 4.215
H 3.189 -0.423 6.221
H 0.704 -0.398 5.953
H -0.252 0.060 3.708
C 2.023 -0.580 -2.558
C 0.560 -0.425 -2.290
C -0.397 -0.582 -3.273
C -1.747 -0.411 -2.952
C -2.149 -0.119 -1.669
C -1.147 0.021 -0.693
N 0.158 -0.111 -1.049
N -1.198 0.274 0.633
Si -2.554 1.117 1.370
C -4.004 -0.056 1.527
C -3.007 2.606 0.338
C -2.079 1.719 3.072
H 2.182 -1.243 -3.406
H 2.541 -0.978 -1.686
H 2.473 0.386 -2.793
H -0.092 -0.828 -4.280
H -2.493 -0.521 -3.729
H -3.191 0.001 -1.414
H -4.365 -0.415 0.562
H -4.843 0.438 2.024
H -3.732 -0.928 2.128
H -3.160 2.375 -0.717
H -2.224 3.366 0.395
H -3.928 3.058 0.715
H -2.120 0.940 3.835
H -2.804 2.482 3.369
H -1.094 2.191 3.087
N 0.719 -1.698 1.212
C 0.225 -2.714 0.958
N -0.334 -3.863 0.718
C -1.762 -4.023 1.074
C -2.639 -3.656 -0.114
C -2.233 -4.448 -1.356
C -0.750 -4.258 -1.671
C 0.109 -4.626 -0.470
H -1.965 -3.399 1.943
H -1.897 -5.067 1.363
H -2.539 -2.583 -0.305
H -3.683 -3.844 0.142
H -2.838 -4.139 -2.209
H -2.437 -5.511 -1.193
H -0.556 -3.214 -1.940
H -0.453 -4.872 -2.523
H 1.164 -4.415 -0.634
H 0.009 -5.683 -0.218
```